DFT (the ωB97M-V functional and the def2-TZVPD basis) results for a structure of composition C22H27Cl2NO2V in a non-equilibrium geometry.

Results
- HOMO level (alpha / beta) (eV) = 0.16 / 0.15
- total charge = -2
- multiplicity = 2

Each line ends with the Mulliken spin population.
Cartesian coordinates (Å):
C 0.15 -1.67 -2.65  -0.070
C 1.00 -0.53 -2.78  -0.001
C 0.18 0.65 -2.75  0.003
C 2.45 -0.54 -3.06  0.009
C -1.19 0.23 -2.71  -0.017
C -1.22 -1.19 -2.64  -0.019
C -2.45 -2.02 -2.66  0.003
C 0.55 -3.09 -2.66  0.007
C 0.64 2.05 -2.86  0.014
C -2.37 1.12 -2.82  0.003
V -0.17 -0.54 -0.73  1.089
Cl 2.72 1.39 -0.39  0.004
Cl 1.81 -1.38 0.07  0.002
O -1.39 0.77 -0.27  -0.028
H 2.87 -1.53 -2.89  0.000
H 2.96 0.17 -2.38  -0.003
H 2.65 -0.22 -4.09  -0.001
H 1.58 2.16 -2.29  -0.002
H -0.11 2.73 -2.43  0.000
H 0.82 2.35 -3.90  -0.001
H -2.19 2.10 -2.34  0.000
H -3.23 0.65 -2.34  -0.001
H -2.63 1.32 -3.87  -0.003
H -3.27 -1.52 -2.13  0.000
H -2.27 -2.99 -2.18  0.000
H -2.79 -2.21 -3.68  -0.002
H 1.53 -3.24 -2.20  -0.001
H 0.61 -3.46 -3.70  -0.001
H -0.17 -3.71 -2.12  -0.001
H -1.52 0.76 0.70  0.008
O -1.00 -2.00 0.14  0.005
H -1.96 -2.07 0.24  0.006
C 1.05 4.36 2.47  0.000
C 0.94 3.85 1.18  0.000
C 0.67 2.50 1.00  0.006
C 0.53 1.62 2.10  0.006
C 0.73 2.14 3.41  0.000
C 0.95 3.50 3.58  0.000
N 0.14 0.34 1.87  -0.015
C -0.01 -0.62 2.83  -0.004
C 1.12 -1.25 3.42  0.001
C 0.95 -2.28 4.34  0.000
C -0.34 -2.67 4.72  -0.002
C -1.46 -2.06 4.15  -0.001
C -1.30 -1.08 3.18  0.003
H 1.24 5.43 2.61  0.000
H 1.08 4.45 0.28  0.000
H 0.55 2.11 0.00  0.002
H 0.68 1.45 4.26  0.000
H 1.05 3.87 4.61  0.000
H 2.11 -0.94 3.07  -0.001
H 1.82 -2.78 4.74  0.000
H -0.47 -3.47 5.46  0.000
H -2.46 -2.37 4.43  0.000
H -2.15 -0.64 2.66  0.000